## A
# C4H3O3

A molecular structure, C4H3O3 (ωB97M-V/def2-TZVPD, the Open Molecules 2025 dataset).

```
! wB97M-V def2-TZVPD RIJCOSX def2/J DEFGRID3
* xyz -1 1
C -0.3104 0.7142 0.6413
C 0.5603 -0.3780 -0.0550
C 0.2931 -0.9342 -1.4749
C -1.2139 1.6528 1.4028
O -0.6681 -0.5155 -2.0711
O 1.1824 -1.8439 -1.7374
O 1.4982 -1.0245 0.5259
H -1.8647 1.2501 2.0187
H -1.2271 2.7119 1.2639
H 1.7504 -1.6329 -0.5142
*
```

Results
- Kohn-Sham gap (spin up / spin down) (eV) = 7.6 / 7.6
- HOMO level (spin up / spin down) (eV) = -3.43 / -3.42

Atom charges from the Mulliken analysis, given in e for atoms 1 to 5: atom 1 (C): -0.12, atom 2 (C): 0.36, atom 3 (C): 0.56, atom 4 (C): -0.82, atom 5 (O): -0.63

***

## B
# C4H3O3

A gas-phase ion, C4H3O3 (charge -1) (ωB97M-V/def2-TZVPD, the Open Molecules 2025 dataset).

```
! wB97M-V def2-TZVPD RIJCOSX def2/J DEFGRID3
* xyz -1 1
C 1.3639 -0.4167 0.8967
C -1.2862 -0.6809 0.0999
C 0.0552 -0.3437 -0.1681
C -0.8703 0.7564 0.4427
O -2.2498 -1.3781 0.0877
O 0.6921 -0.2907 -1.4506
O 2.4235 -0.5293 0.2713
H -1.1799 1.4825 -0.2460
H -0.5229 1.2275 1.4172
H 1.5743 0.1731 -1.3508
*
```

Results
- Kohn-Sham gap (spin up / spin down) (eV) = 6.7 / 6.7
- HOMO level (spin up / spin down) (eV) = -2.46 / -2.46

Atom charges from the Mulliken analysis, given in e for atoms 1 to 5: atom 1 (C): -0.67, atom 2 (C): 0.09, atom 3 (C): 1.16, atom 4 (C): -0.99, atom 5 (O): -0.57

***

A is the most stable structure; the next one sits 0.414 eV above it.